{"formula": "C3H9BO3", "method": "ωB97M-V/def2-TZVPD", "e_above_lowest_kj_mol": 7.5, "total_charge": 0, "elements": ["B", "C", "C", "C", "O", "O", "O", "H", "H", "H", "H", "H", "H", "H", "H", "H"], "coordinates": [[-3.0581, -0.6939, -0.4015], [1.5277, -0.8690, -0.5514], [2.1946, 1.4098, 0.2937], [1.2820, 0.2550, 0.4626], [-2.4948, 0.4637, -0.8405], [-3.3316, -1.0706, 0.8561], [0.4166, 0.1207, 1.2858], [2.1734, -0.5910, -1.3987], [0.7714, -1.5093, -0.9480], [2.0755, -1.6417, 0.0118], [1.7226, 2.3666, 0.0720], [2.8968, 1.2595, -0.4293], [2.6980, 1.5160, 1.2832], [-2.0640, 1.0605, -0.1650], [-3.2196, -0.5694, 1.6323], [-3.5905, -1.5070, -1.1631]], "lowdin_charge": [-0.56, -0.02, -0.02, -0.50, 0.10, 0.14, 0.07, 0.08, 0.07, 0.09, 0.10, 0.03, 0.11, 0.12, 0.08, 0.10]}

---

{"formula": "C3H9BO3", "method": "ωB97M-V/def2-TZVPD", "e_above_lowest_kj_mol": 98.2, "total_charge": 0, "elements": ["B", "C", "C", "C", "O", "O", "O", "H", "H", "H", "H", "H", "H", "H", "H", "H"], "coordinates": [[-0.0615, -0.0782, -1.3760], [1.4846, 0.1791, 0.7725], [-0.9739, 0.6783, 1.4189], [-0.0171, -0.1962, 0.5916], [-0.5852, 1.0223, -2.0062], [0.2665, -1.1889, -2.1229], [-0.1047, -1.5614, 0.9250], [1.7159, 1.1385, 0.3024], [2.0143, -0.7605, 0.3260], [1.5574, 0.1244, 1.7878], [-1.9573, 0.1356, 1.4020], [-1.1711, 1.8210, 1.1379], [-0.7989, 0.7023, 2.5421], [-0.6024, 1.0703, -3.0045], [0.0764, -1.1428, -3.1132], [-0.8429, -1.9440, 0.4166]], "lowdin_charge": [-0.48, -0.05, -0.07, -0.50, 0.13, 0.12, -0.05, 0.09, 0.13, 0.03, 0.08, 0.12, 0.09, 0.13, 0.14, 0.11]}

---

{"formula": "C3H9BS", "method": "ωB97M-V/def2-TZVPD", "e_above_lowest_kj_mol": 251.7, "total_charge": 0, "elements": ["B", "C", "C", "C", "S", "H", "H", "H", "H", "H", "H", "H", "H", "H"], "coordinates": [[0.7225, -0.4322, 0.9724], [-1.3535, -0.3444, -1.0289], [0.5493, 1.2381, 0.9133], [-0.4101, -1.1870, -0.2064], [1.3905, -1.0509, -0.7885], [-1.8405, -1.0885, -1.5623], [-0.9147, 0.4059, -1.6385], [-2.0769, 0.1307, -0.3207], [0.3348, 1.6880, -0.1972], [1.3829, 1.7254, 1.2959], [-0.2233, 1.5501, 1.5080], [1.4277, -0.6296, 2.0497], [-0.4468, -2.2656, 0.0760], [1.4580, 0.2600, -1.0729]], "lowdin_charge": [-0.55, -0.14, -0.16, -0.45, 0.91, 0.05, 0.06, 0.10, 0.09, 0.01, 0.00, 0.08, 0.08, -0.07]}

---

{"formula": "C3H9Br2O3Si2", "method": "ωB97M-V/def2-TZVPD", "total_energy_ha": -6072.58116, "total_charge": -1, "elements": ["O", "C", "O", "Si", "O", "Si", "H", "H", "H", "H", "H", "Br", "C", "C", "Br", "H", "H", "H", "H"], "coordinates": [[-0.0007, -1.0357, -1.1009], [0.0285, 0.2061, -1.2208], [0.9252, 0.9576, -1.6676], [-1.5591, 1.0460, -0.5683], [-2.9147, 0.1133, -0.8964], [-4.4000, 0.7082, -1.2013], [-1.7620, 2.4125, -1.1242], [-1.4648, 1.1788, 0.9138], [-5.3569, 0.1746, -0.2013], [-4.8508, 0.2467, -2.5347], [-4.4508, 2.1877, -1.1571], [3.2290, -0.0326, 3.3592], [3.2645, -0.2602, 1.4153], [3.0199, -1.6850, 1.0165], [4.5724, -2.8226, 1.3665], [4.2292, 0.1069, 1.0853], [2.4723, 0.3697, 1.0170], [2.8317, -1.7468, -0.0522], [2.1872, -2.1251, 1.5511]], "lowdin_charge": [-0.12, -0.87, -0.14, 0.55, -0.51, 0.45, -0.04, -0.04, -0.08, -0.08, -0.08, 0.56, -0.68, -0.69, 0.55, 0.05, 0.06, 0.06, 0.05]}

---

{"formula": "C3H9Br3NSi", "method": "ωB97M-V/def2-TZVPD", "total_energy_ha": -8185.85564, "total_charge": 1, "elements": ["C", "C", "C", "N", "Si", "Br", "Br", "Br", "H", "H", "H", "H", "H", "H", "H", "H", "H"], "coordinates": [[-1.2655, -0.1746, 1.5300], [-1.1891, -0.7869, -0.7084], [0.8265, 0.1356, 0.4605], [-0.5946, 0.1437, 0.2871], [1.9861, 0.5423, -1.0907], [0.8151, 2.5469, -1.5484], [4.0071, 1.0205, -0.4200], [1.8083, -0.6908, -2.8592], [-1.1364, -1.3332, 1.6466], [-0.7099, 0.3238, 2.3814], [-2.2180, 0.1533, 1.2964], [-0.5156, -1.6399, -0.8296], [-2.2048, -1.0554, -0.3811], [-1.2364, -0.2828, -1.7106], [1.0716, 0.8228, 1.2528], [1.2762, -0.8460, 0.8093], [-0.7206, 1.1207, -0.1162]], "lowdin_charge": [0.00, -0.02, -0.36, -0.32, -0.57, 0.32, 0.45, 0.45, 0.17, 0.14, 0.08, 0.10, 0.11, 0.11, 0.09, 0.13, 0.11]}

---

{"formula": "C3H9BrFO2PSi", "method": "ωB97M-V/def2-TZVPD", "total_energy_ha": -3575.03535, "total_charge": 0, "elements": ["C", "Si", "F", "C", "C", "O", "P", "O", "Br", "H", "H", "H", "H", "H", "H", "H", "H", "H"], "coordinates": [[0.1083, 1.1366, -1.8483], [-0.1950, 0.7127, -0.0745], [0.6596, 1.7380, 0.8416], [0.1605, -1.0441, 0.4291], [1.6638, -1.3240, 0.5652], [2.4640, -0.3263, -0.0744], [-2.3977, 1.1513, 0.3771], [-2.8642, -0.4360, 0.2857], [-2.1187, 1.4019, 2.5954], [1.0955, 0.7962, -2.1625], [0.0595, 2.2209, -1.9797], [-0.6422, 0.6918, -2.5067], [-0.3080, -1.7120, -0.2984], [-0.3637, -1.2182, 1.3742], [1.9389, -1.4171, 1.6179], [1.9231, -2.2641, 0.0790], [2.6422, 0.3828, 0.5546], [-3.8260, -0.4901, 0.2247]], "lowdin_charge": [-0.19, 0.29, -0.18, -0.24, -0.28, -0.10, 0.39, -0.47, 0.20, 0.03, 0.04, 0.04, 0.08, 0.07, 0.11, 0.11, 0.08, 0.04]}